Entry 1:
Here is a molecular structure, C20H24CaF12N2O20S4 in a non-equilibrium geometry from the Open Molecules 2025 dataset. Energies are from ωB97M-V/def2-TZVPD.

The geometry in XYZ format:
```
83
C20H24CaF12N2O20S4 (ωB97M-V/def2-TZVPD)
Ca -1.51 0.41 0.22
C -3.70 3.22 2.79
F -3.01 3.94 1.92
F -3.01 3.11 3.90
F -4.86 3.79 3.03
S -4.04 1.51 1.97
O -5.16 0.83 2.54
O -4.01 1.78 0.55
N -2.49 0.82 2.23
S -2.55 0.04 3.56
O -3.46 0.55 4.56
O -2.74 -1.35 3.33
C -0.85 0.39 4.31
F -0.83 0.05 5.61
F 0.09 -0.35 3.68
F -0.46 1.66 4.23
C -1.86 -3.07 -2.22
F -0.93 -3.25 -1.24
F -1.24 -2.68 -3.30
F -2.47 -4.25 -2.34
S -3.15 -1.85 -1.47
O -4.40 -2.09 -2.11
O -3.08 -2.11 -0.04
N -2.52 -0.23 -1.66
S -2.73 0.17 -3.23
O -1.67 1.03 -3.67
O -3.02 -0.88 -4.16
C -4.21 1.28 -3.18
F -4.56 1.63 -4.42
F -5.24 0.68 -2.59
F -3.90 2.41 -2.53
C 4.81 -0.12 1.41
C 3.63 0.42 2.23
C 3.73 1.93 2.48
O 2.50 2.35 1.90
C 1.75 1.32 1.46
O 0.65 1.51 1.08
O 2.45 0.14 1.48
H 4.82 -1.21 1.40
H 5.78 0.24 1.76
H 4.65 0.25 0.40
H 3.59 -0.17 3.15
H 4.56 2.24 1.84
H 3.89 2.26 3.50
C 4.26 -2.83 -1.82
C 3.31 -1.80 -2.38
C 2.29 -2.22 -3.44
O 1.22 -1.36 -3.15
C 1.24 -1.03 -1.85
O 0.37 -0.51 -1.22
O 2.45 -1.34 -1.35
H 4.91 -3.30 -2.55
H 3.87 -3.52 -1.07
H 5.02 -2.32 -1.22
H 3.92 -0.96 -2.76
H 1.94 -3.22 -3.17
H 2.67 -2.22 -4.46
C -0.11 4.09 -5.08
C 0.10 4.38 -3.58
C -0.82 5.38 -2.97
O -1.17 4.74 -1.74
C -0.90 3.45 -1.78
O -1.15 2.63 -0.95
O -0.19 3.15 -2.91
H -1.18 3.92 -5.16
H 0.37 3.15 -5.34
H 0.15 4.93 -5.73
H 1.13 4.69 -3.40
H -1.71 5.49 -3.60
H -0.31 6.29 -2.68
C 0.35 -4.71 4.49
C 0.67 -3.48 3.63
C 1.64 -3.82 2.48
O 1.18 -3.00 1.41
C -0.01 -2.49 1.71
O -0.49 -1.52 1.18
O -0.46 -3.02 2.85
H 1.21 -4.83 5.16
H 0.29 -5.63 3.91
H -0.52 -4.53 5.12
H 1.07 -2.61 4.15
H 1.49 -4.84 2.12
H 2.65 -3.57 2.78
```

* net charge: 0
* Kohn-Sham gap: 9.55 eV
* E_tot: -159450.8050 eV



Entry 2:
Here is a single C2H6N2O3 molecule in a non-equilibrium geometry from the Open Molecules 2025 dataset. Energies are from ωB97M-V/def2-TZVPD.

The geometry in XYZ format:
```
13
C2H6N2O3 (ωB97M-V/def2-TZVPD)
C -1.12 -0.75 0.60
C 0.39 0.22 -0.63
N -0.38 0.11 1.52
N 0.79 0.51 0.73
O -0.85 -0.32 -0.73
O 0.56 1.39 -1.57
O 1.30 -0.73 -1.06
H -0.69 -1.69 0.69
H -2.19 -0.85 0.77
H -0.86 0.99 1.72
H 1.42 -0.21 1.02
H 0.60 2.16 -1.03
H 1.03 -0.82 -2.03
```

* net charge: 0
* Kohn-Sham gap: 11.09 eV
* E_tot: -11292.4790 eV



Entry 3:
Here is a single C27H54NO7PS2 molecule in a non-equilibrium geometry from the Open Molecules 2025 dataset. Energies are from ωB97M-V/def2-TZVPD.

The geometry in XYZ format:
```
92
C27H54NO7PS2 (ωB97M-V/def2-TZVPD)
C -0.51 4.75 -2.77
C -0.78 4.53 -4.27
C -0.58 3.09 -4.75
C -1.64 2.04 -4.33
C -2.79 2.52 -3.45
C -3.88 1.46 -3.27
C -3.34 0.18 -2.65
C -4.36 -0.64 -1.86
C -5.06 0.10 -0.72
C -4.16 0.99 0.13
C -3.01 0.27 0.84
C -1.87 1.24 1.20
C -0.77 1.32 0.14
C 0.02 0.03 -0.08
C 0.77 -0.48 1.17
C 2.30 -0.66 1.00
C 2.99 0.55 1.67
C 2.80 1.85 0.85
P 2.39 3.30 1.84
O 3.51 3.83 2.62
O 1.13 2.92 2.75
O 1.83 4.36 0.78
O 4.38 0.39 2.04
S 5.50 -0.10 1.00
O 5.00 0.16 -0.34
O 5.37 -1.69 1.26
C 4.22 -2.35 0.73
C 2.87 -2.07 1.42
C 1.94 -3.20 0.91
C 1.61 -3.19 -0.58
C 0.72 -4.38 -0.96
S -0.54 -3.95 -2.19
C 3.07 -2.26 2.94
C 1.82 -2.02 3.76
O 1.49 -0.91 4.09
N 1.01 -3.12 4.03
C 1.64 -4.24 4.74
C -0.26 -2.74 4.64
H 0.05 5.66 -2.59
H -1.43 4.79 -2.20
H 0.07 3.91 -2.37
H -1.77 4.91 -4.54
H -0.07 5.15 -4.84
H -0.53 3.11 -5.84
H 0.41 2.77 -4.41
H -2.05 1.57 -5.23
H -1.13 1.24 -3.80
H -2.40 2.76 -2.45
H -3.24 3.43 -3.85
H -4.34 1.24 -4.24
H -4.66 1.88 -2.64
H -2.52 0.45 -1.97
H -2.92 -0.46 -3.42
H -5.13 -1.02 -2.54
H -3.84 -1.52 -1.46
H -5.52 -0.65 -0.07
H -5.88 0.71 -1.11
H -3.72 1.78 -0.50
H -4.77 1.51 0.87
H -2.66 -0.55 0.22
H -3.40 -0.15 1.77
H -1.46 0.98 2.18
H -2.29 2.24 1.31
H -0.09 2.13 0.42
H -1.21 1.63 -0.81
H -0.69 -0.73 -0.41
H 0.72 0.18 -0.90
H 0.58 0.19 2.01
H 0.31 -1.41 1.47
H 2.50 -0.58 -0.07
H 2.53 0.67 2.65
H 3.75 2.13 0.41
H 2.12 1.68 0.02
H 0.67 2.11 2.49
H 1.27 3.98 0.09
H 4.45 -3.41 0.86
H 4.15 -2.16 -0.34
H 1.01 -3.20 1.46
H 2.42 -4.15 1.16
H 2.51 -3.23 -1.19
H 1.10 -2.26 -0.85
H 0.23 -4.79 -0.08
H 1.33 -5.18 -1.38
H -0.16 -4.79 -3.15
H 3.85 -1.59 3.31
H 3.42 -3.28 3.08
H 1.74 -4.01 5.81
H 1.02 -5.12 4.63
H 2.62 -4.46 4.33
H -0.84 -3.65 4.81
H -0.12 -2.23 5.60
H -0.82 -2.09 3.97
```

* net charge: 0
* Kohn-Sham gap: 9.74 eV
* E_tot: -75659.6436 eV



Entry 4:
Here is a molecular structure, C24H21IrNO4PS in a non-equilibrium geometry from the Open Molecules 2025 dataset. Energies are from ωB97M-V/def2-TZVPD.

The geometry in XYZ format:
```
53
C24H21IrNO4PS (ωB97M-V/def2-TZVPD)
Ir 0.24 0.60 0.31
O -0.10 -1.31 -0.42
C 0.82 -1.92 -1.36
C 1.99 -1.02 -1.54
C 3.06 -1.37 -2.35
C 4.11 -0.48 -2.48
C 4.08 0.73 -1.81
C 2.99 1.02 -1.03
N 1.95 0.15 -0.89
H -0.17 -1.84 0.39
H 0.29 -2.06 -2.29
H 1.12 -2.90 -0.98
H 3.06 -2.32 -2.86
H 4.95 -0.74 -3.11
H 4.89 1.44 -1.88
H 2.91 1.95 -0.48
O -0.55 2.11 1.62
S -1.36 1.07 2.44
O -1.44 1.30 3.83
O -0.65 -0.17 1.97
C -2.91 1.03 1.67
C -4.04 0.81 2.44
C -5.28 0.81 1.81
C -5.37 1.06 0.45
C -4.23 1.26 -0.31
C -2.97 1.22 0.28
P -1.50 1.47 -0.75
C -1.60 0.45 -2.23
C -0.59 0.59 -3.19
C -0.56 -0.24 -4.30
C -1.54 -1.21 -4.47
C -2.53 -1.37 -3.51
C -2.57 -0.55 -2.40
C -1.33 3.18 -1.21
C -1.07 4.21 -0.29
C -1.09 5.52 -0.70
C -1.38 5.84 -2.02
C -1.64 4.84 -2.94
C -1.62 3.51 -2.55
H -3.96 0.68 3.51
H -6.18 0.65 2.40
H -6.35 1.09 -0.02
H -4.33 1.47 -1.37
H 0.17 1.36 -3.08
H 0.21 -0.11 -5.05
H -1.52 -1.85 -5.34
H -3.29 -2.13 -3.64
H -3.34 -0.70 -1.66
H -0.85 3.99 0.74
H -0.88 6.31 0.02
H -1.40 6.88 -2.33
H -1.87 5.09 -3.97
H -1.84 2.75 -3.28
```

* net charge: +2
* Kohn-Sham gap: 7.46 eV
* E_tot: -57855.9321 eV



Entry 5:
Here is a molecular structure, C8H13BN2Ru in a non-equilibrium geometry from the Open Molecules 2025 dataset. Energies are from ωB97M-V/def2-TZVPD.

The geometry in XYZ format:
```
25
C8H13BN2Ru (ωB97M-V/def2-TZVPD)
C 0.96 -2.00 0.06
C 0.27 -1.79 -1.19
C -1.10 -1.60 -0.91
C -1.30 -1.75 0.48
C -0.06 -2.02 1.09
Ru 0.47 -0.04 0.08
N 1.43 0.48 1.71
C 1.76 1.22 -0.28
C 1.09 0.91 -1.57
H -1.89 -1.46 -1.66
H 0.74 -1.86 -2.19
H -2.27 -1.73 0.99
H 0.12 -2.26 2.15
H 2.01 -2.32 0.18
H 1.74 0.40 -2.26
H 1.60 2.27 0.00
H 0.90 1.37 2.03
H 0.60 1.78 -2.00
H 2.78 0.83 -0.14
B -3.22 2.98 1.20
C -2.08 2.10 0.67
N -1.21 1.45 0.25
H -3.50 2.61 2.33
H -4.17 2.86 0.45
H -2.83 4.14 1.21
```

* net charge: 0
* ⟨S²⟩: 6.02
* Kohn-Sham gap (spin up / spin down): 7.01 / 6.62 eV
* E_tot: -14736.9169 eV
* multiplicity: 5



Entry 6:
Here is a single C21H22FN3O3S molecule from the Open Molecules 2025 dataset. Energies are from ωB97M-V/def2-TZVPD.

The geometry in XYZ format:
```
51
C21H22FN3O3S (ωB97M-V/def2-TZVPD)
C -7.10 -1.03 0.73
H -8.06 -0.67 0.35
O -6.16 -0.72 -0.26
C -4.86 -1.06 -0.05
C -3.97 -0.73 -1.08
C -2.63 -1.03 -0.98
C -2.14 -1.65 0.16
C -3.02 -1.98 1.19
C -4.37 -1.69 1.08
H -5.02 -1.95 1.90
H -2.65 -2.46 2.08
N -0.78 -1.97 0.34
C 0.26 -1.74 -0.49
O 0.18 -1.24 -1.59
C 1.60 -2.21 0.09
H 1.64 -2.10 1.17
H 1.73 -3.26 -0.17
C 2.75 -1.44 -0.57
N 3.11 -0.21 0.11
C 4.42 -0.19 0.41
S 5.25 1.02 1.14
N 4.99 -1.38 0.01
C 4.06 -2.22 -0.55
O 4.25 -3.35 -0.93
C 6.37 -1.72 0.22
H 7.01 -1.01 -0.32
H 6.52 -2.73 -0.16
H 6.61 -1.67 1.28
C 2.19 0.86 0.38
H 2.73 1.59 0.99
H 1.35 0.46 0.97
C 1.65 1.52 -0.89
C 0.74 2.66 -0.56
C 1.07 3.97 -0.87
C 0.22 5.02 -0.57
C -0.99 4.77 0.05
C -1.34 3.48 0.38
C -0.47 2.45 0.08
F -0.83 1.19 0.42
H -2.28 3.25 0.87
H -1.66 5.59 0.29
H 0.50 6.03 -0.82
H 2.01 4.17 -1.36
H 1.10 0.77 -1.47
H 2.49 1.87 -1.49
H 2.46 -1.25 -1.61
H -0.58 -2.40 1.24
H -1.95 -0.77 -1.78
H -4.36 -0.24 -1.96
H -7.16 -2.10 0.91
H -6.88 -0.51 1.67
```

* net charge: 0
* Kohn-Sham gap: 8.69 eV
* E_tot: -46301.2468 eV



Entry 7:
Here is a molecular structure, C30H19N9S2W from the Open Molecules 2025 dataset. Energies are from ωB97M-V/def2-TZVPD.

The geometry in XYZ format:
```
61
C30H19N9S2W (ωB97M-V/def2-TZVPD)
W 0.35 -0.67 -0.61
N 2.76 -2.55 2.60
C 2.40 -1.77 1.60
N 1.16 -1.50 1.28
C 0.13 -2.06 2.06
N -1.10 -1.78 1.79
N -1.24 -0.79 0.85
C -2.00 -1.07 -0.20
C -2.30 0.11 -1.03
C -3.50 0.53 -1.56
C -3.51 1.71 -2.28
C -2.34 2.43 -2.46
C -1.16 1.93 -1.93
N -1.16 0.80 -1.23
C 0.47 -2.99 3.12
C -0.49 -3.66 3.88
C -0.10 -4.54 4.87
C 1.26 -4.75 5.13
C 2.23 -4.09 4.39
C 1.82 -3.22 3.39
H 3.74 -2.70 2.77
H 3.20 -1.35 1.00
H -2.50 -2.03 -0.30
H -4.40 -0.05 -1.41
H -4.43 2.07 -2.72
H -2.32 3.35 -3.02
H -0.20 2.42 -2.08
H -1.54 -3.49 3.67
H -0.84 -5.06 5.45
H 1.55 -5.44 5.91
H 3.28 -4.26 4.59
C 0.78 3.09 1.86
C 0.29 1.93 1.25
N 1.03 1.20 0.42
C 2.31 1.59 0.18
C 2.87 2.74 0.75
C 2.06 3.50 1.61
C 4.23 3.08 0.42
C 4.96 2.30 -0.40
C 4.41 1.11 -0.98
C 5.13 0.25 -1.83
C 4.52 -0.88 -2.32
C 3.20 -1.16 -1.97
N 2.49 -0.36 -1.17
C 3.09 0.76 -0.68
H 0.13 3.64 2.52
H -0.72 1.58 1.42
H 2.46 4.39 2.07
H 4.65 3.98 0.86
H 5.98 2.57 -0.65
H 6.15 0.49 -2.09
H 5.04 -1.56 -2.98
H 2.70 -2.04 -2.34
S -0.02 -0.89 -2.99
C 0.39 -2.50 -3.48
C 0.43 -2.75 -4.88
N 0.45 -2.95 -6.01
C 0.61 -3.46 -2.55
S 0.54 -3.09 -0.86
C 0.93 -4.81 -2.90
N 1.17 -5.90 -3.16
```

* net charge: +2
* ⟨S²⟩: 2.02
* Kohn-Sham gap (spin up / spin down): 6.03 / 6.01 eV
* E_tot: -68313.0416 eV
* multiplicity: 3



Entry 8:
Here is 7 unconnected molecules or ions with the total composition C4H19NO9 in a non-equilibrium geometry from the Open Molecules 2025 dataset. Energies are from ωB97M-V/def2-TZVPD.

The geometry in XYZ format:
```
33
C4H19NO9 (ωB97M-V/def2-TZVPD)
C -0.10 -0.91 -1.01
N -1.16 -0.77 -0.15
C -1.12 -1.78 0.96
C -2.25 0.17 -0.40
C -1.47 1.47 -0.38
O -1.16 1.72 0.97
O -1.28 2.31 -1.14
O 0.07 -0.24 -2.01
H 0.57 -1.64 -0.51
H -1.99 -1.69 1.64
H -1.15 -2.87 0.67
H -0.26 -1.41 1.53
H -2.82 0.12 -1.29
H -2.99 0.22 0.28
H -1.75 2.46 1.33
H 2.52 0.03 -2.66
H 2.35 1.60 -2.41
O 2.84 0.84 -2.27
H -2.00 -0.20 3.20
H -2.24 1.25 3.68
O -2.55 0.58 3.06
H 1.61 1.27 0.76
H 2.00 0.84 -0.67
O 1.90 0.55 0.22
H -2.57 0.05 -4.24
H -1.54 -0.56 -3.14
O -2.44 -0.52 -3.43
H 3.89 -1.83 -0.97
H 2.71 -0.94 -0.38
O 3.20 -1.78 -0.40
H 2.67 0.98 2.52
H 3.42 -0.07 3.27
O 3.10 0.79 3.33
```

* net charge: 0
* Kohn-Sham gap: 9.99 eV
* E_tot: -24372.1377 eV



Entry 9:
Here is a molecular structure, CH2IOP in a non-equilibrium geometry from the Open Molecules 2025 dataset. Energies are from ωB97M-V/def2-TZVPD.

The geometry in XYZ format:
```
6
CH2IOP (ωB97M-V/def2-TZVPD)
C -2.21 0.00 1.06
O 1.52 -0.37 -0.73
P -2.03 0.90 -0.20
I 3.43 -0.05 -0.46
H -2.20 -0.58 1.93
H 1.49 0.10 -1.60
```

* net charge: 0
* Kohn-Sham gap: 8.85 eV
* E_tot: -20503.0083 eV



Entry 10:
Here is a molecular structure, C19H30CrIN8S2 in a non-equilibrium geometry from the Open Molecules 2025 dataset. Energies are from ωB97M-V/def2-TZVPD.

The geometry in XYZ format:
```
61
C19H30CrIN8S2 (ωB97M-V/def2-TZVPD)
Cr 0.49 -0.09 -0.55
N 0.03 0.16 1.91
C 0.03 1.52 2.45
C -0.86 2.40 1.58
N -0.58 2.22 0.16
C 0.24 3.24 -0.47
C 1.72 2.91 -0.28
N 2.00 1.58 -0.87
H 0.56 -0.46 2.51
H -0.93 -0.17 1.89
H -0.35 1.57 3.48
H 1.06 1.89 2.47
H -1.90 2.10 1.75
H -0.77 3.45 1.89
H -1.46 2.15 -0.34
H 0.01 3.26 -1.54
H 0.05 4.24 -0.06
H 2.33 3.69 -0.74
H 1.95 2.87 0.78
H 2.06 1.69 -1.87
H 2.92 1.28 -0.57
N 2.87 -3.36 0.41
C 3.79 -2.53 1.00
C 5.06 -2.75 1.52
C 5.70 -1.67 2.10
C 5.09 -0.41 2.17
C 3.84 -0.19 1.64
C 3.19 -1.26 1.03
N 1.94 -1.34 0.45
C 1.77 -2.61 0.11
C 0.53 -3.02 -0.49
C 0.09 -4.24 -0.89
S -1.47 -4.11 -1.57
C -1.45 -2.42 -1.29
N -0.36 -1.98 -0.74
H 2.99 -4.34 0.21
H 5.54 -3.72 1.45
H 6.69 -1.80 2.52
H 5.61 0.40 2.66
H 3.35 0.78 1.70
H 0.58 -5.20 -0.81
H -2.28 -1.80 -1.58
I -1.84 0.95 -2.84
C 0.13 0.05 -2.62
H 0.75 0.67 -3.28
H 0.01 -0.91 -3.13
C -6.16 0.25 0.28
N -5.73 -0.64 1.32
C -6.68 -1.39 2.14
C -5.78 -2.19 3.09
N -4.45 -1.96 2.52
C -4.46 -1.00 1.57
S -3.09 -0.38 0.84
H -6.72 1.09 0.69
H -6.78 -0.28 -0.44
H -5.28 0.64 -0.23
H -7.29 -2.04 1.50
H -7.34 -0.71 2.67
H -6.02 -3.25 3.09
H -5.83 -1.82 4.11
H -3.61 -2.27 2.95
```

* net charge: +1
* ⟨S²⟩: 6.02
* Kohn-Sham gap (spin up / spin down): 6.58 / 7.51 eV
* E_tot: -90300.5413 eV
* multiplicity: 5



Entry 11:
Here is 2 unconnected molecules or ions with the total composition C6H15N in a non-equilibrium geometry from the Open Molecules 2025 dataset. Energies are from ωB97M-V/def2-TZVPD.

The geometry in XYZ format:
```
22
C6H15N (ωB97M-V/def2-TZVPD)
C 0.13 4.22 0.02
N 0.15 0.97 0.65
C 0.20 -0.22 0.08
C -0.78 -1.28 0.39
C -1.31 -1.94 -0.90
C -0.02 -2.17 1.34
C 1.51 -0.66 -0.52
H 0.75 3.29 0.27
H 0.25 4.86 0.85
H 0.52 4.81 -0.83
H -0.91 4.09 -0.33
H -0.25 0.70 -0.66
H -1.68 -0.85 0.88
H -2.03 -1.18 -1.50
H -0.65 -2.37 -1.65
H -1.92 -2.87 -0.77
H 0.92 -2.59 0.95
H -0.75 -3.01 1.54
H 0.06 -1.66 2.30
H 2.19 -1.36 0.18
H 1.55 -1.11 -1.57
H 2.08 0.34 -0.73
```

* net charge: 0
* Kohn-Sham gap: 8.63 eV
* E_tot: -7950.3249 eV



Copy entry 5 word for word.
Here is a molecular structure, C8H13BN2Ru in a non-equilibrium geometry from the Open Molecules 2025 dataset. Energies are from ωB97M-V/def2-TZVPD.

The geometry in XYZ format:
```
25
C8H13BN2Ru (ωB97M-V/def2-TZVPD)
C 0.96 -2.00 0.06
C 0.27 -1.79 -1.19
C -1.10 -1.60 -0.91
C -1.30 -1.75 0.48
C -0.06 -2.02 1.09
Ru 0.47 -0.04 0.08
N 1.43 0.48 1.71
C 1.76 1.22 -0.28
C 1.09 0.91 -1.57
H -1.89 -1.46 -1.66
H 0.74 -1.86 -2.19
H -2.27 -1.73 0.99
H 0.12 -2.26 2.15
H 2.01 -2.32 0.18
H 1.74 0.40 -2.26
H 1.60 2.27 0.00
H 0.90 1.37 2.03
H 0.60 1.78 -2.00
H 2.78 0.83 -0.14
B -3.22 2.98 1.20
C -2.08 2.10 0.67
N -1.21 1.45 0.25
H -3.50 2.61 2.33
H -4.17 2.86 0.45
H -2.83 4.14 1.21
```

* net charge: 0
* ⟨S²⟩: 6.02
* Kohn-Sham gap (spin up / spin down): 7.01 / 6.62 eV
* E_tot: -14736.9169 eV
* multiplicity: 5